{
  "formula": "C61H79Br2F3IN10O2",
  "method": "ωB97M-V with the def2-TZVPD basis set",
  "species": ["C", "C", "C", "C", "C", "N", "C", "F", "F", "F", "C", "O", "C", "C", "C", "C", "N", "C", "I", "C", "C", "C", "C", "O", "C", "C", "C", "Br", "C", "C", "Br", "H", "H", "H", "H", "H", "H", "H", "H", "H", "H", "H", "H", "H", "H", "H", "H", "H", "H", "H", "H", "H", "H", "H", "H", "H", "H", "H", "H", "H", "H", "H", "H", "H", "H", "H", "H", "H", "H", "H", "N", "C", "C", "C", "C", "C", "H", "H", "H", "H", "H", "N", "C", "C", "C", "C", "C", "H", "H", "H", "H", "H", "N", "C", "C", "C", "C", "C", "H", "H", "H", "H", "H", "N", "C", "C", "C", "C", "C", "H", "H", "H", "H", "H", "N", "C", "C", "C", "C", "C", "H", "H", "H", "H", "H", "N", "C", "C", "C", "C", "C", "H", "H", "H", "H", "H", "N", "C", "C", "C", "C", "C", "H", "H", "H", "H", "H", "N", "C", "C", "C", "C", "C", "H", "H", "H", "H", "H"],
  "positions_angstrom": [[3.56145, -3.75214, 0.80657], [1.99356, -3.37521, 0.95986], [1.73579, -2.04385, 0.05545], [1.01422, -0.86909, 0.82817], [2.24770, -0.25434, 1.68878], [0.07707, 0.10100, 0.16553], [0.58655, 0.35817, -1.19213], [0.22372, 1.51879, -1.87547], [1.99093, 0.48615, -1.30914], [0.21598, -0.60469, -2.16942], [-1.20250, -0.74642, 0.02393], [-1.18017, -2.14261, -0.25341], [-2.27953, -0.71786, 1.24845], [-2.22564, -1.82027, 2.38919], [-3.03287, -3.18579, 2.30043], [-2.33987, -4.39275, 1.51868], [-2.58781, -5.64615, 2.32646], [-3.80504, -0.67380, 0.82018], [-4.77700, 1.14823, 0.17569], [-4.24286, -1.74132, -0.32259], [-4.34212, -1.18883, -1.81160], [-1.59200, 0.56267, 2.03121], [-2.56054, 1.40706, 2.97255], [-0.63986, 0.23302, 3.12362], [-0.54038, 1.24973, 0.99238], [-1.51033, 2.24879, 0.15597], [0.39277, 2.37267, 1.64567], [1.83209, 3.09246, 0.41927], [-0.29932, 3.67964, 2.23983], [-0.05245, 5.07537, 1.46642], [0.47382, 4.05287, 4.07550], [3.93289, -3.54267, -0.25931], [4.14510, -3.05532, 1.50143], [3.78284, -4.83655, 1.04335], [1.83029, -3.13883, 2.06260], [1.36889, -4.23396, 0.56961], [2.78701, -1.69763, -0.24975], [1.25977, -2.45174, -0.88307], [0.42990, -1.44149, 1.63449], [2.81928, 0.55097, 1.13812], [3.03654, -1.06249, 1.90259], [1.90519, 0.05717, 2.73862], [-1.86905, -0.37763, -0.83771], [-1.35103, -2.31258, -1.20473], [-2.63373, -1.31440, 3.34049], [-1.18268, -2.16891, 2.71541], [-4.14303, -3.09144, 2.02309], [-3.08529, -3.56095, 3.39154], [-1.24745, -4.23692, 1.26729], [-2.95551, -4.54485, 0.55544], [-2.25383, -6.47488, 1.82527], [-3.61321, -5.68706, 2.45113], [-4.41796, -0.95084, 1.74950], [-5.31165, -2.04856, -0.02751], [-3.64631, -2.70758, -0.29183], [-3.55361, -0.43808, -2.12475], [-5.38139, -0.80166, -2.09908], [-4.18721, -2.09748, -2.50266], [-3.16159, 0.74050, 3.66318], [-1.91607, 2.06146, 3.66495], [-3.27824, 2.13020, 2.48845], [-1.12204, 0.08054, 3.95757], [-0.92001, 3.10087, -0.34257], [-2.32704, 2.74780, 0.72838], [-2.00135, 1.74106, -0.74885], [1.03020, 1.99415, 2.51988], [-1.40557, 3.66904, 2.43166], [-0.82104, 5.79437, 1.93777], [-0.31475, 5.05500, 0.36797], [0.94888, 5.55504, 1.70932], [6.45078, -1.90041, -0.09740], [7.26598, -2.54481, 0.75138], [8.05537, -1.90847, 1.69577], [8.00452, -0.52404, 1.76836], [7.17100, 0.16757, 0.90152], [6.41930, -0.56195, -0.00496], [7.27314, -3.62557, 0.65443], [8.69341, -2.48058, 2.35730], [8.60799, 0.01057, 2.49343], [7.10560, 1.24796, 0.92939], [5.75002, -0.06617, -0.70120], [-1.98178, -0.97789, -5.37086], [-2.34077, -0.62389, -6.61398], [-1.47864, -0.04051, -7.52878], [-0.16891, 0.19607, -7.13837], [0.22780, -0.15882, -5.85705], [-0.70961, -0.73989, -5.01889], [-3.37521, -0.82554, -6.87160], [-1.82302, 0.22254, -8.52082], [0.53549, 0.65202, -7.82514], [1.24210, 0.01165, -5.51761], [-0.44793, -1.03774, -4.01092], [-6.65320, 4.11072, -0.78320], [-7.30633, 5.27646, -0.66103], [-7.22655, 6.30686, -1.58362], [-6.42225, 6.12864, -2.69879], [-5.73352, 4.93469, -2.85035], [-5.88224, 3.96400, -1.87332], [-7.92028, 5.37042, 0.22840], [-7.77929, 7.22538, -1.43349], [-6.33302, 6.91231, -3.44265], [-5.09598, 4.76145, -3.70818], [-5.36576, 3.01247, -1.94986], [2.25761, -5.43935, -6.42750], [1.50277, -4.36628, -6.15000], [1.98692, -3.06818, -6.12370], [3.33165, -2.86399, -6.39627], [4.13539, -3.95686, -6.68468], [3.55359, -5.21465, -6.68916], [0.45899, -4.57727, -5.94056], [1.33006, -2.23918, -5.89575], [3.74922, -1.86298, -6.38434], [5.18902, -3.83516, -6.90167], [4.13989, -6.09993, -6.91241], [-1.15413, -1.83784, 6.90780], [-1.56885, -3.00146, 6.38092], [-2.69571, -3.68358, 6.80953], [-3.43856, -3.13796, 7.84626], [-3.03143, -1.93804, 8.41028], [-1.89204, -1.33127, 7.90794], [-0.95313, -3.38922, 5.57512], [-2.98474, -4.61798, 6.34497], [-4.32607, -3.64279, 8.21082], [-3.58663, -1.48395, 9.22100], [-1.53584, -0.38998, 8.31380], [6.10407, 3.56781, 0.33313], [5.36179, 4.65001, 0.61386], [5.86270, 5.94112, 0.64797], [7.21056, 6.12940, 0.38068], [8.00128, 5.02801, 0.08925], [7.40422, 3.77806, 0.07650], [4.31426, 4.45232, 0.81892], [5.21562, 6.77804, 0.87807], [7.64040, 7.12453, 0.39897], [9.05693, 5.13766, -0.12386], [7.98089, 2.88683, -0.14976], [-5.68874, 2.27342, -7.47837], [-6.05346, 2.62662, -8.72010], [-5.19649, 3.21140, -9.63905], [-3.88565, 3.45014, -9.25402], [-3.48320, 3.09612, -7.97458], [-4.41594, 2.51348, -7.13196], [-7.08854, 2.42286, -8.97307], [-5.54543, 3.47354, -10.62972], [-3.18481, 3.90707, -9.94380], [-2.46791, 3.26802, -7.63943], [-4.14768, 2.21583, -6.12298], [2.17863, -2.48827, 9.11279], [1.82087, -2.12625, 7.87073], [2.68516, -1.53850, 6.96049], [3.99487, -1.30629, 7.35404], [4.38996, -1.66937, 8.63323], [3.45093, -2.25433, 9.46760], [0.78736, -2.32462, 7.61092], [2.34211, -1.26885, 5.96917], [4.70098, -0.84711, 6.67077], [5.40382, -1.50261, 8.97436], [3.71286, -2.55880, 10.47570]],
  "forces_ev_per_angstrom": [[-0.316, 0.578, -0.218], [1.191, 0.682, -0.261], [1.006, -1.028, -1.393], [3.290, -2.567, 4.216], [0.034, 0.097, 0.655], [-1.117, -1.423, -0.424], [2.941, 2.320, -6.324], [-0.630, -1.668, 2.375], [-2.986, -1.301, 1.408], [0.692, 1.108, 3.285], [-6.561, -2.841, -1.989], [1.446, 0.610, -0.508], [2.462, 1.900, 1.882], [0.140, -1.385, 1.045], [-0.007, -0.675, 0.934], [-1.753, -0.311, -0.649], [0.110, 1.091, -0.274], [-0.489, -1.225, -0.129], [-0.099, 0.146, 0.563], [-0.935, 0.013, 0.185], [-0.004, -1.412, -1.035], [0.648, 0.384, 2.582], [-0.241, 1.977, -0.264], [-0.078, -1.272, -0.932], [-2.958, 4.546, 0.825], [0.500, -0.094, -3.097], [1.902, -0.464, 1.884], [-0.636, -0.929, 0.343], [-0.139, 1.750, -0.388], [-1.259, 0.762, 1.094], [-0.461, -0.536, -0.866], [-0.578, -0.362, 1.540], [-0.596, -1.123, -0.975], [-0.335, 1.327, -0.081], [-0.190, -0.565, -1.386], [0.471, 1.131, 0.760], [-1.681, -0.235, 0.331], [0.258, 0.872, 1.006], [0.212, 1.374, -1.434], [-0.866, -0.762, 0.711], [-1.465, 0.891, -0.619], [0.381, -0.058, -1.741], [1.674, 0.536, 1.179], [0.451, 0.290, 0.644], [0.465, -0.557, -1.543], [-1.273, 0.832, -0.824], [1.681, 0.020, 0.080], [0.241, 0.648, -1.503], [-1.314, -0.167, 0.529], [1.355, 0.578, 0.846], [-0.418, 0.407, 0.187], [0.884, -0.422, -0.138], [1.196, 0.570, -1.309], [1.549, 0.434, -0.403], [-0.492, 1.456, 0.090], [-0.939, -0.734, 0.490], [1.656, -0.320, 0.683], [-0.167, 1.301, 0.922], [0.698, 0.408, -1.086], [-0.855, -1.112, -1.057], [0.599, -1.081, 0.344], [0.265, -0.028, -0.534], [-0.582, -1.427, 0.895], [0.923, -0.971, -0.108], [0.543, 0.669, 1.518], [-1.130, 0.160, -1.612], [1.321, -0.621, -0.269], [1.084, -1.048, -0.648], [0.620, -0.167, 1.212], [-1.188, -0.982, -0.679], [0.270, 0.305, 0.406], [-0.342, 0.088, -0.374], [-0.012, 0.115, 0.009], [0.040, 0.010, 0.050], [0.109, 0.000, 0.100], [-0.112, -0.506, -0.145], [0.045, 0.017, 0.050], [-0.032, -0.002, -0.050], [-0.029, -0.028, -0.042], [-0.134, -0.108, 0.006], [0.050, 0.084, 0.033], [0.373, 0.251, -0.303], [-0.099, -0.204, 0.463], [0.161, 0.022, 0.047], [0.043, 0.072, -0.075], [-0.145, 0.189, -0.059], [-0.541, -0.120, -0.064], [0.039, 0.040, -0.059], [-0.023, -0.022, 0.058], [-0.037, -0.037, 0.035], [-0.041, 0.015, 0.015], [0.006, -0.018, -0.333], [0.222, 0.352, -0.461], [0.140, -0.506, 0.162], [0.085, -0.039, -0.099], [0.004, 0.097, -0.069], [-0.020, 0.049, 0.028], [-0.315, 0.046, 0.438], [-0.005, 0.052, -0.047], [0.013, -0.059, 0.020], [-0.010, -0.050, 0.040], [-0.042, -0.025, 0.030], [0.006, 0.061, -0.150], [0.219, 0.569, 0.029], [0.193, -0.511, -0.086], [0.140, -0.031, 0.016], [0.037, 0.055, 0.003], [-0.066, 0.126, 0.022], [-0.469, -0.257, 0.071], [-0.002, 0.068, -0.012], [0.073, -0.216, -0.060], [-0.006, -0.048, -0.007], [-0.047, -0.037, 0.003], [0.033, 0.064, 0.003], [-0.867, -0.195, -0.054], [0.182, 0.439, 0.061], [-0.047, 0.028, 0.031], [-0.089, -0.020, 0.044], [-0.030, -0.119, -0.075], [0.357, 0.018, -0.328], [-0.038, -0.091, 0.016], [0.059, 0.029, 0.006], [0.061, 0.023, -0.015], [0.056, -0.003, -0.033], [-0.035, -0.045, 0.051], [0.233, 0.524, 0.021], [0.168, -0.478, -0.104], [0.098, -0.021, -0.027], [0.052, 0.096, -0.001], [-0.076, 0.089, 0.022], [-0.472, -0.179, 0.059], [0.060, 0.085, 0.034], [0.013, -0.054, -0.002], [-0.024, -0.061, 0.001], [-0.050, -0.034, 0.003], [0.075, 0.094, -0.031], [0.402, 0.245, -0.365], [-0.022, -0.192, 0.491], [0.122, 0.016, 0.048], [0.060, 0.038, -0.079], [-0.029, 0.025, -0.098], [-0.506, -0.136, -0.001], [0.040, 0.026, -0.050], [-0.010, -0.019, 0.055], [-0.044, -0.020, 0.037], [-0.041, -0.022, 0.013], [0.064, 0.015, -0.023], [0.483, 0.273, -0.370], [-0.044, -0.336, 0.522], [0.176, 0.018, 0.101], [0.058, 0.048, -0.082], [-0.034, 0.033, -0.121], [-0.514, -0.143, 0.032], [0.296, 0.103, -0.029], [-0.041, -0.009, 0.045], [-0.023, -0.022, 0.043], [-0.052, -0.022, 0.009], [0.056, 0.037, -0.037]],
  "total_charge": 1,
  "homo_energy_ev": -10.89,
  "homo_lumo_gap_ev": 8.98,
  "e_tot_ev": -239857.5838,
  "spin_multiplicity": 1
}